1.
{"formula": "C16H26N2O4RuS", "method": "the ωB97M-V functional and the def2-TZVPD basis", "molar_mass_g_mol": 443.53, "lumo_energy_ev": [-16.8164, -16.8322], "charge": 4, "e_tot_ha": -1527.08164, "relative_energy_kcal_mol": 0.0, "e_homo_ha": [-0.723, -0.723], "orbital_gap_ha": [0.105, 0.104], "symbols": ["Ru", "C", "N", "C", "C", "O", "C", "O", "C", "C", "O", "N", "C", "C", "H", "H", "H", "H", "H", "H", "H", "H", "H", "H", "H", "H", "H", "H", "H", "H", "C", "C", "C", "C", "C", "C", "C", "S", "C", "O", "H", "H", "H", "H", "H", "H", "H", "H", "H", "H"], "positions_angstrom": [[-0.094174, 0.596328, -0.016193], [3.714992, 0.669971, -3.566973], [2.514383, 1.297424, -2.976162], [2.189232, 2.633104, -3.532054], [1.817057, 0.751553, -2.046440], [0.770983, 1.371850, -1.532739], [2.148815, -0.608133, -1.450564], [1.079770, -0.975431, -0.504019], [0.272300, -2.156400, -0.819740], [-1.129091, -1.702490, -1.153940], [-1.448808, -0.470881, -0.794519], [-1.999350, -2.450242, -1.727505], [-1.745035, -3.859948, -2.097570], [-3.365458, -1.972634, -2.050554], [3.567964, 0.596066, -4.643179], [3.904333, -0.316756, -3.155514], [4.569413, 1.315164, -3.366059], [2.042351, 2.518682, -4.604872], [3.041243, 3.287170, -3.353126], [1.296439, 3.034718, -3.069966], [3.075942, -0.580359, -0.876525], [2.224088, -1.379060, -2.215817], [0.279042, -2.786975, 0.071000], [0.739930, -2.694650, -1.641173], [-0.784957, -4.210510, -1.731990], [-1.792312, -3.947953, -3.182095], [-2.533130, -4.467725, -1.655312], [-3.430264, -0.896129, -1.949795], [-4.069228, -2.467153, -1.382135], [-3.579804, -2.267275, -3.076193], [1.196866, 2.258131, 8.250290], [0.622736, 2.017226, 6.928567], [-0.471740, 2.791887, 6.438572], [-0.999805, 2.547163, 5.195807], [-0.462057, 1.498029, 4.420164], [0.626863, 0.725303, 4.847967], [1.152391, 0.975413, 6.092373], [-1.263997, 1.217671, 2.862629], [-2.579456, 0.111447, 3.394856], [-0.306222, 0.319302, 2.018301], [0.795274, 3.129373, 8.758109], [2.293980, 2.298082, 8.200415], [1.022178, 1.363296, 8.876829], [-0.873096, 3.585382, 7.056509], [-1.816034, 3.156964, 4.823500], [1.031377, -0.061083, 4.224558], [1.974492, 0.377844, 6.467475], [-2.145114, -0.752746, 3.894807], [-3.137849, -0.163056, 2.500428], [-3.224125, 0.684500, 4.063648]], "forces_ev_per_angstrom": [[-0.328, -0.165, 0.193], [-0.018, -0.046, -0.012], [-0.017, 0.069, -0.007], [-0.004, 0.014, 0.016], [0.012, -0.111, 0.131], [0.048, -0.086, 0.161], [-0.100, 0.078, -0.031], [0.112, 0.023, -0.014], [0.084, 0.001, -0.014], [0.036, 0.039, 0.006], [0.094, 0.094, 0.051], [-0.145, -0.058, -0.064], [0.024, -0.001, 0.004], [-0.003, 0.007, 0.003], [-0.001, 0.004, -0.005], [0.002, 0.007, 0.009], [-0.004, 0.018, 0.001], [0.004, -0.005, -0.005], [0.009, -0.004, -0.001], [-0.002, 0.003, -0.001], [-0.010, 0.017, 0.018], [-0.001, -0.003, 0.010], [0.000, 0.002, 0.012], [0.011, -0.014, 0.009], [-0.008, -0.001, 0.009], [-0.004, 0.005, -0.007], [-0.013, 0.003, -0.007], [-0.001, -0.001, -0.001], [0.001, -0.007, 0.000], [0.000, -0.010, 0.000], [0.027, -0.078, -0.007], [-0.127, 0.104, -0.107], [-0.062, -0.107, -0.201], [0.000, 0.373, 0.388], [-0.359, -0.076, -0.552], [0.412, -0.071, 0.253], [-0.120, -0.085, -0.316], [0.687, 0.135, 0.830], [-0.424, -0.261, -0.165], [0.117, 0.063, -0.597], [-0.002, 0.008, -0.013], [0.010, 0.037, -0.018], [-0.037, 0.011, 0.012], [-0.020, -0.013, -0.017], [0.004, 0.009, 0.017], [0.006, 0.002, 0.033], [-0.020, -0.026, -0.014], [0.071, 0.059, 0.014], [0.004, 0.017, -0.008], [0.053, 0.032, 0.003]]}

---

2.
{"formula": "C16H26N3O11S5", "method": "the ωB97M-V functional and the def2-TZVPD basis", "molar_mass_g_mol": 596.73, "lumo_energy_ev": 1.1186, "charge": -1, "e_tot_ha": -3607.61320, "e_homo_ha": -0.227, "orbital_gap_ha": 0.268, "symbols": ["O", "C", "C", "C", "S", "O", "O", "N", "S", "O", "O", "N", "C", "S", "N", "C", "C", "C", "C", "C", "C", "H", "H", "H", "H", "H", "H", "H", "H", "H", "H", "O", "S", "O", "O", "C", "C", "C", "H", "H", "H", "H", "H", "H", "H", "H", "O", "S", "O", "O", "C", "C", "C", "H", "H", "H", "H", "H", "H", "H", "H"], "positions_angstrom": [[-0.088376, 4.180515, 0.580107], [0.291319, 3.562679, -0.563178], [-0.887438, 3.294530, -1.672254], [-0.355833, 3.213827, -3.222974], [-1.269109, 1.729189, -4.003987], [-2.792784, 1.724885, -3.623861], [-1.187094, 1.955349, -5.560675], [-0.402576, 0.309183, -3.472363], [-0.972104, -1.148793, -4.246759], [0.060897, -2.276822, -3.856166], [-1.026487, -1.073741, -5.804934], [-2.573421, -1.597292, -3.662182], [-2.363212, -1.968674, -2.330897], [-2.583067, -2.162509, -0.623734], [1.760793, 3.236204, -0.708299], [2.056624, 1.760231, -0.560597], [0.953104, 0.548446, -0.454741], [1.406991, -1.044407, -0.288119], [3.026396, -1.453764, -0.246184], [4.156165, -0.251207, -0.332271], [3.658420, 1.325965, -0.476839], [-1.556253, 2.376348, -1.359233], [-1.610561, 4.242395, -1.619897], [-0.770403, 4.172748, -3.797254], [0.806608, 3.147180, -3.341112], [2.194182, 3.659419, -1.557846], [-0.196807, 0.795627, -0.495500], [0.624920, -1.910706, -0.199576], [3.376066, -2.573872, -0.161347], [5.297791, -0.512577, -0.284176], [4.499608, 2.139488, -0.529489], [-4.656297, -4.920322, 1.431915], [-5.908836, -4.841405, 0.710565], [-7.074613, -4.187173, 1.263577], [-6.331381, -6.334782, 0.215496], [-6.413568, -7.374467, 1.179579], [-7.694305, -7.280970, 1.986936], [-5.593374, -4.156577, -0.896726], [-5.533149, -7.371986, 1.831225], [-6.405531, -8.321789, 0.630429], [-7.693096, -6.391967, 2.624607], [-7.811166, -8.158140, 2.630402], [-8.564721, -7.204482, 1.327255], [-4.748094, -4.682095, -1.345704], [-5.353083, -3.098892, -0.772502], [-6.489130, -4.265276, -1.509894], [5.925317, 3.702862, 1.068987], [5.180405, 4.389660, 2.102835], [5.491761, 5.744377, 2.503680], [5.126187, 3.449192, 3.431892], [6.346588, 2.969461, 3.977451], [7.060102, 4.047562, 4.770829], [3.452457, 4.308086, 1.703541], [6.991913, 2.563422, 3.191020], [6.094124, 2.140745, 4.647181], [7.414343, 4.848687, 4.115343], [7.925887, 3.632870, 5.295789], [6.384583, 4.503101, 5.502136], [3.195491, 3.276989, 1.452428], [3.272637, 4.958143, 0.845077], [2.874188, 4.655313, 2.560984]], "forces_ev_per_angstrom": [[2.520, -3.924, -6.954], [-2.260, 3.143, 5.122], [0.172, 1.156, 0.070], [-0.642, 0.382, 0.939], [-3.440, -0.899, -5.309], [5.024, 0.263, 0.142], [0.533, -0.368, 5.330], [-2.389, 0.068, -1.267], [5.847, -1.346, -4.686], [-4.057, 3.964, -0.148], [-0.902, 0.084, 5.791], [2.405, -2.262, 8.222], [-2.896, 2.149, -2.414], [1.075, 0.419, -5.623], [-1.809, -2.043, -0.206], [1.943, -4.375, 0.272], [3.241, -0.932, 0.192], [3.676, 2.981, -0.222], [-1.227, 4.368, -0.320], [-4.718, 0.945, -0.169], [-2.096, -2.886, 0.169], [1.555, 1.706, -0.684], [1.687, -2.167, 0.202], [0.913, -2.470, 1.002], [-2.359, -0.242, 0.148], [-0.647, -0.799, 0.768], [2.657, -0.626, 0.061], [1.542, 2.087, -0.317], [-0.907, 2.547, -0.191], [-2.523, 0.690, -0.133], [-1.894, -1.619, 0.124], [-1.192, -0.027, -0.135], [0.047, 0.009, -0.500], [0.993, -0.558, -0.024], [0.387, 1.057, -0.236], [-0.215, -0.696, 0.755], [-0.190, 0.243, 0.243], [-0.074, -0.228, -0.074], [-0.036, 0.153, -0.130], [0.108, 0.328, -0.189], [0.010, -0.126, -0.082], [0.058, 0.041, -0.120], [0.154, -0.090, 0.054], [-0.123, 0.084, 0.132], [-0.048, -0.178, 0.135], [0.073, -0.017, 0.144], [-0.001, 0.657, 0.815], [-0.874, -0.175, 0.203], [0.292, -0.956, -0.415], [-0.418, 0.484, -0.919], [0.872, -0.196, 0.462], [0.163, 0.358, -0.043], [0.137, -0.146, 0.241], [-0.167, 0.098, -0.044], [-0.271, 0.126, -0.260], [-0.043, -0.114, 0.083], [-0.122, -0.036, -0.046], [0.080, -0.152, -0.072], [0.090, 0.193, 0.051], [0.162, -0.107, 0.152], [0.125, -0.021, -0.096]]}

---

3.
{"formula": "C16H26N4O2SSiTi", "method": "the ωB97M-V functional and the def2-TZVPD basis", "multiplicity": 2, "molar_mass_g_mol": 414.43, "lumo_energy_ev": [-3.2199, -2.9801], "charge": 1, "e_tot_ha": -2531.92884, "relative_energy_kcal_mol": 0.0, "e_homo_ha": [-0.422, -0.422], "orbital_gap_ha": [0.304, 0.313], "symbols": ["Ti", "C", "Si", "C", "C", "C", "C", "C", "C", "N", "C", "S", "H", "H", "H", "H", "H", "H", "H", "H", "H", "H", "H", "H", "N", "C", "C", "C", "O", "O", "H", "H", "H", "H", "H", "H", "C", "C", "C", "C", "N", "N", "C", "H", "H", "H", "H", "H", "H", "H", "H"], "positions_angstrom": [[-1.021314, -1.269446, -0.873511], [3.189021, 3.768928, -2.597082], [2.133775, 3.328471, -1.115700], [2.992339, 3.807476, 0.480044], [0.481085, 4.188392, -1.241012], [2.053095, 1.419163, -1.089612], [3.278048, 0.748777, -1.115339], [3.373224, -0.638016, -1.103066], [2.207975, -1.367138, -1.061008], [1.020390, -0.756037, -1.035012], [0.929346, 0.591724, -1.050838], [-0.767697, 1.109879, -1.033051], [3.314537, 4.852273, -2.654430], [2.720376, 3.438773, -3.526065], [4.185347, 3.326198, -2.548041], [3.142372, 4.888536, 0.519261], [3.972078, 3.335396, 0.575584], [2.398392, 3.522338, 1.350938], [0.668440, 5.263798, -1.300909], [-0.151976, 4.006910, -0.372740], [-0.072686, 3.895235, -2.132945], [4.194279, 1.328324, -1.151897], [4.331041, -1.136594, -1.130676], [2.194598, -2.449490, -1.056531], [-3.333130, -1.510326, -0.499078], [-4.076940, -2.373223, -1.471470], [-3.241740, -3.598218, -1.890848], [-1.846647, -3.059927, -1.994761], [-0.948911, -3.398916, -1.172934], [-1.669116, -1.979904, -2.656795], [-3.517256, -1.811713, 0.453045], [-3.705613, -0.568114, -0.569757], [-4.272138, -1.765089, -2.350327], [-5.030885, -2.693565, -1.054889], [-3.605330, -3.983337, -2.842738], [-3.266589, -4.394397, -1.150334], [-1.208289, 0.877481, 4.226046], [-1.021987, -0.267649, 3.293491], [-0.735772, -1.597082, 3.522894], [-0.664012, -2.208222, 2.264150], [-0.901569, -1.302412, 1.310688], [-1.128978, -0.128709, 1.961560], [-0.339347, -3.629395, 1.952611], [-0.905527, 0.593080, 5.230197], [-2.253797, 1.185458, 4.258979], [-0.611970, 1.736517, 3.917743], [-0.590847, -2.069237, 4.479227], [-1.160051, 0.723738, 1.415544], [-0.604386, -4.267052, 2.793112], [0.732396, -3.740118, 1.777333], [-0.857662, -3.973529, 1.060967]], "forces_ev_per_angstrom": [[0.048, 0.278, 0.094], [-0.048, -0.012, 0.071], [0.057, 0.070, 0.013], [-0.044, 0.000, -0.081], [0.071, -0.062, 0.009], [-0.023, 0.020, 0.004], [-0.057, 0.032, -0.001], [0.039, -0.033, 0.005], [0.010, 0.007, -0.006], [-0.009, 0.057, -0.036], [0.096, -0.052, -0.020], [-0.106, -0.035, -0.011], [0.006, -0.001, -0.003], [-0.005, 0.000, 0.001], [0.001, 0.003, 0.001], [0.001, -0.002, 0.005], [0.001, -0.004, -0.008], [-0.008, -0.001, -0.002], [0.014, -0.003, 0.001], [-0.007, -0.001, 0.000], [-0.004, -0.003, -0.002], [0.008, -0.011, 0.001], [-0.005, -0.005, -0.001], [-0.006, -0.001, 0.004], [0.015, -0.037, -0.085], [-0.007, -0.034, 0.005], [0.007, 0.019, -0.044], [-0.029, -0.336, 0.164], [-0.190, -0.045, -0.059], [0.159, 0.162, 0.012], [0.049, -0.050, 0.009], [-0.056, 0.006, 0.064], [0.018, 0.006, -0.001], [-0.013, 0.023, -0.007], [-0.004, 0.029, -0.006], [0.007, -0.013, -0.003], [-0.001, 0.012, -0.003], [0.022, 0.037, -0.100], [-0.013, -0.081, -0.016], [-0.009, -0.036, 0.052], [0.004, 0.134, -0.192], [0.074, -0.004, 0.197], [-0.012, 0.009, 0.010], [0.001, -0.003, 0.002], [0.001, -0.003, 0.005], [0.002, -0.002, 0.001], [-0.005, -0.008, -0.002], [-0.057, -0.015, -0.057], [-0.003, 0.000, 0.003], [-0.002, 0.003, -0.002], [0.012, -0.015, 0.015]]}

---

4.
{"formula": "C16H26N6P", "method": "the ωB97M-V functional and the def2-TZVPD basis", "molar_mass_g_mol": 333.40, "lumo_energy_ev": -4.1110, "charge": 1, "e_tot_ha": -1294.82880, "e_homo_ha": -0.358, "orbital_gap_ha": 0.207, "symbols": ["N", "P", "N", "H", "H", "H", "H", "H", "H", "N", "C", "C", "C", "C", "H", "H", "H", "H", "H", "N", "C", "C", "C", "C", "H", "H", "H", "H", "H", "N", "C", "C", "C", "C", "H", "H", "H", "H", "H", "N", "C", "C", "C", "C", "H", "H", "H", "H", "H"], "positions_angstrom": [[-1.616408, 0.211234, 1.105887], [-2.640149, 1.263642, 0.705089], [-4.384388, 0.590510, 0.744251], [-0.995018, -0.028486, 0.341770], [-2.548514, 1.800572, -0.582581], [-2.786758, 2.332660, 1.581602], [-4.717583, 0.357700, -0.195057], [-5.073886, 1.209235, 1.180212], [-4.342128, -0.282010, 1.282195], [0.291245, 3.255229, -3.454852], [0.182816, 4.600361, -3.672802], [-0.352141, 5.172904, -2.551297], [-0.572189, 4.127026, -1.614565], [-0.168461, 2.958687, -2.203842], [0.656154, 2.592343, -4.113880], [0.500054, 5.039417, -4.602411], [-0.551481, 6.221185, -2.412560], [-0.962850, 4.235262, -0.614630], [-0.145629, 1.944631, -1.838316], [0.446152, -1.863553, -1.555086], [0.780946, -2.120009, -2.858456], [-0.042566, -3.110171, -3.315789], [-0.899435, -3.481150, -2.241115], [-0.577409, -2.695284, -1.169155], [0.924609, -1.208994, -0.963795], [1.586977, -1.592867, -3.338690], [-0.020981, -3.538726, -4.303168], [-1.653391, -4.249995, -2.252867], [-0.967639, -2.672807, -0.165578], [3.404037, -5.440039, -1.532241], [4.613793, -5.846493, -1.040685], [5.101935, -4.845178, -0.247177], [4.145897, -3.791354, -0.262426], [3.110277, -4.189565, -1.065517], [2.820385, -5.976150, -2.146771], [5.024210, -6.808076, -1.294754], [6.038190, -4.863788, 0.283867], [4.216624, -2.850570, 0.258107], [2.196551, -3.693856, -1.340252], [-0.938598, 1.966806, 4.293294], [-1.947996, 2.878973, 4.472926], [-1.665037, 3.608584, 5.594007], [-0.439851, 3.114605, 6.116732], [-0.019851, 2.103864, 5.296988], [-0.879841, 1.287220, 3.555625], [-2.787423, 2.934307, 3.799181], [-2.267514, 4.403468, 5.999102], [0.071816, 3.462994, 6.997259], [0.852447, 1.475702, 5.342216]], "forces_ev_per_angstrom": [[0.175, -0.092, 0.193], [0.928, 0.536, -0.349], [-0.113, 0.055, -0.048], [-0.002, -0.487, 0.057], [-0.482, 0.171, -0.130], [-0.505, -0.023, 0.183], [0.007, -0.039, -0.011], [0.007, 0.016, 0.008], [0.010, -0.002, 0.026], [-0.058, 0.087, -0.020], [0.018, -0.011, -0.030], [-0.009, -0.044, 0.016], [-0.121, 0.058, 0.084], [0.015, -0.232, 0.002], [0.011, -0.008, -0.005], [-0.001, 0.008, -0.010], [-0.003, 0.011, 0.007], [0.043, 0.025, 0.024], [0.052, -0.007, 0.010], [-0.101, 0.130, 0.003], [-0.032, 0.116, -0.002], [-0.014, -0.097, 0.045], [-0.037, 0.009, -0.079], [0.078, 0.100, 0.042], [0.126, -0.107, 0.042], [0.006, 0.004, -0.013], [-0.010, -0.003, -0.010], [-0.017, 0.002, -0.010], [0.040, -0.045, 0.032], [-0.020, -0.021, -0.034], [-0.021, -0.014, -0.014], [-0.015, 0.066, 0.021], [0.045, -0.004, 0.019], [0.021, -0.019, 0.042], [-0.006, -0.009, -0.006], [0.006, -0.011, -0.003], [0.009, 0.005, 0.007], [0.005, 0.005, 0.008], [-0.028, -0.048, -0.019], [-0.015, -0.094, -0.071], [0.022, -0.067, -0.103], [0.021, 0.006, 0.049], [-0.028, 0.047, 0.042], [-0.008, 0.024, -0.039], [0.011, -0.028, 0.010], [-0.025, 0.018, 0.021], [-0.003, 0.011, 0.005], [0.002, 0.008, 0.008], [0.012, -0.006, 0.000]]}